(1)
Entry from the Open Molecules 2025 dataset: an isolated ion of composition C5H8N and charge +1 at a distorted geometry (the ωB97M-V functional and the def2-TZVPD basis).

Atoms and positions in Å:
H 1.4393 1.8646 0.0774
C 2.7040 -1.0106 0.1296
H 0.9468 0.9233 -1.4552
C -0.1301 0.6538 0.5101
H -1.0457 1.3611 0.2445
H -2.4757 -1.6961 -0.6289
H 0.1114 0.6607 1.4957
H 3.6094 -1.4703 0.3581
H -0.0472 -1.4815 0.2023
C -2.0398 -0.6797 -0.2466
C 1.0879 0.8779 -0.3570
C -0.7833 -0.6417 0.1066
H -2.7935 0.0913 -0.1161
N 2.0968 -0.0797 -0.1952

As for the relative energy (zero: lowest compared OMol25 entry of this formula, charge and spin): 88.0 kcal per mole. For the total energy, the calculation gives -249.684882 Ha. The charge is +1. The highest occupied orbital energy comes out at -13.890 eV.

(2)
Entry from the Open Molecules 2025 dataset: one molecule with the formula C5H8N2 at a distorted geometry (the ωB97M-V functional and the def2-TZVPD basis).

Atoms and positions in Å:
N -1.0905 1.6312 0.7234
C -1.6597 -0.6816 0.2937
H 2.4196 0.6932 -1.1234
H -1.8015 1.5912 1.4484
C -0.5776 0.2888 0.5762
H 0.0276 0.4768 -1.5160
H 0.6737 -2.0083 0.3639
H -0.0553 0.0001 1.4968
H -1.5750 1.8728 -0.1380
C 1.8186 0.1806 -0.3401
H 2.1854 0.4923 0.6463
N -2.5862 -1.3129 0.0134
C 0.3724 0.0759 -0.5621
H 0.9451 -1.9772 -1.3811
C 0.9035 -1.3230 -0.5012

As for the relative energy (zero: lowest compared OMol25 entry of this formula, charge and spin): 55.4 kcal per mole. For the total energy, the calculation gives -304.747186 Ha. The highest occupied orbital energy comes out at -10.056 eV.